An isolated molecule of C6H12FN, computed with ωB97M-V/def2-TZVPD.

Geometry as ORCA input:
```
! RIJCOSX wB97M-V def2-TZVPD def2/J DEFGRID3
* xyz 0 1
C 1.4683 -1.4420 -1.0246
C 0.6783 0.0421 -0.8007
N -0.4255 0.4071 -1.7435
C -1.0344 1.2247 -0.6347
C -0.1560 0.3373 0.4314
C 0.2902 0.9902 1.8061
C -1.0893 -0.6957 0.7262
F -0.6141 -1.7436 1.6452
H 1.7210 -1.2400 -2.1346
H 2.4304 -1.3088 -0.3236
H 0.8643 -2.4867 -1.1273
H 1.6343 0.8053 -1.0834
H -0.7352 -0.3814 -2.1977
H -0.6146 2.2518 -0.5110
H -2.2110 1.3420 -0.5932
H -0.5824 1.1339 2.4864
H 0.8445 0.3264 2.4982
H 0.8725 1.8657 1.7477
H -1.2397 -0.9626 -0.3043
H -2.1015 -0.4657 1.1374
*
```

HOMO-LUMO gap in eV: 9.77
SMILES string: C[C@H]1NC[C@@]1(C)CF
Energy relative to the best compared isomer or geometry (same formula, charge and spin) in kcal/mol: 95.19

Atom charges from the Löwdin analysis, given in e for atoms 1 to 2: -0.065, -0.321